{"formula": "C4H5NO", "method": "ωB97M-V with the def2-TZVPD basis set", "multiplicity": 1, "relative_energy_ev": 3.191, "homo_energy_ha": -0.320, "gap_ev": 9.65, "e_tot_ha": -285.29731, "charge": 0, "elements": ["O", "N", "C", "C", "C", "C", "H", "H", "H", "H", "H"], "positions_angstrom": [[-0.3386, 0.9698, 0.7878], [-1.7187, -0.7818, -0.3457], [-0.5299, -0.1068, -0.0065], [1.0151, 1.1558, 0.7396], [0.5525, -0.6469, -0.5679], [1.6313, 0.2282, -0.0543], [-2.1434, -1.3593, 0.3581], [-0.3132, -1.4242, -1.0218], [2.7082, 0.2300, -0.2077], [-2.3454, -0.3264, -0.9845], [1.3689, 1.9958, 1.3321]]}

{"formula": "C3H7NO2", "method": "ωB97M-V with the def2-TZVPD basis set", "multiplicity": 1, "relative_energy_ev": 1.103, "homo_energy_ha": -0.367, "gap_ev": 10.56, "e_tot_ha": -323.74042, "charge": 0, "elements": ["O", "O", "N", "C", "C", "C", "H", "H", "H", "H", "H", "H", "H"], "positions_angstrom": [[2.6555, -0.5696, -0.0962], [-1.7214, 0.4943, 1.4975], [1.2271, 1.1824, 0.1619], [1.5241, -0.1201, -0.1323], [-0.7358, -0.4999, -1.1338], [0.3626, -0.9745, -0.5451], [2.0006, 1.7254, 0.5188], [0.2970, 1.4307, 0.4732], [-1.1444, -0.2559, 1.3008], [-1.5455, -1.1503, -1.4541], [-0.8616, 0.5615, -1.3315], [0.5097, -2.0394, -0.3847], [-2.5680, 0.2155, 1.1256]]}

{"formula": "C6H9N", "method": "ωB97M-V with the def2-TZVPD basis set", "multiplicity": 1, "relative_energy_ev": 2.946, "homo_energy_ha": -0.267, "gap_ev": 7.75, "e_tot_ha": -288.67378, "charge": 0, "elements": ["N", "C", "C", "C", "C", "C", "C", "H", "H", "H", "H", "H", "H", "H", "H", "H"], "positions_angstrom": [[0.3868, 0.4568, -0.5508], [-1.3183, 2.1619, -0.1320], [-0.4546, 1.0271, 0.3065], [0.9900, -0.7135, 0.0727], [0.4121, -0.5694, 1.4636], [0.5387, -2.0025, -0.6217], [-0.4792, 0.4516, 1.6458], [-0.9579, 3.0845, 0.3379], [0.7125, -2.8532, 0.0462], [-0.5408, -1.9394, -0.8044], [0.5348, 0.7380, -1.5110], [2.0847, -0.6145, 0.0664], [-2.3230, 1.9812, 0.2634], [1.0600, -2.1882, -1.5699], [-1.3555, 2.2930, -1.2198], [0.7095, -1.3134, 2.2069]]}

{"formula": "C17H19N4O5ReSSe2", "method": "ωB97M-V with the def2-TZVPD basis set", "multiplicity": 2, "relative_energy_ev": 0.000, "homo_energy_ha": [-0.402, -0.402], "gap_ev": [5.94, 6.02], "e_tot_ha": -6533.54754, "charge": 1, "elements": ["Re", "Se", "Se", "S", "O", "O", "O", "O", "O", "N", "N", "N", "N", "C", "C", "C", "C", "C", "C", "C", "C", "C", "C", "C", "C", "C", "C", "C", "C", "C", "H", "H", "H", "H", "H", "H", "H", "H", "H", "H", "H", "H", "H", "H", "H", "H", "H", "H", "H"], "positions_angstrom": [[0.5403, -0.3901, 0.1382], [-0.8795, -0.2852, -2.0254], [-0.8413, 3.5895, -1.7368], [-1.4968, -0.6714, 1.2248], [2.0053, 4.3494, 0.8919], [3.7275, 3.8567, 3.2788], [3.6968, 0.9252, 3.8031], [1.8116, -0.2605, 1.6409], [0.9057, 1.5632, 0.1209], [-2.2679, -2.9432, 2.3489], [-0.4346, -3.1740, 1.0274], [0.4616, -2.4888, 0.2553], [2.1262, -1.0452, -1.0652], [4.3055, -2.0461, -2.4129], [1.3562, -3.1893, -0.3721], [2.1734, 0.9838, 1.9175], [2.2028, 3.3018, 1.4344], [3.1133, 3.0410, 2.6703], [-2.3162, 1.0227, -1.7725], [-2.0314, 2.2633, -0.9415], [3.0017, -0.2091, -1.6476], [-1.3402, -2.4065, 1.5559], [0.2137, 0.5668, -3.3864], [1.4284, -4.6742, -0.3119], [4.1057, -0.6764, -2.3272], [-2.0904, 4.2224, -3.0875], [1.6912, 1.9613, 1.1048], [2.3223, -2.3846, -1.1215], [3.0897, 1.5085, 2.9528], [3.4063, -2.9069, -1.8051], [2.0900, -4.9841, 0.5015], [1.8137, -5.0859, -1.2427], [0.9174, -0.1811, -3.7465], [-2.9815, 2.7588, -0.7447], [-3.0543, 4.4348, -2.6319], [-2.6407, 1.2613, -2.7845], [-3.0968, 0.4181, -1.3074], [-0.4512, 0.8541, -4.1965], [5.1634, -2.4423, -2.9391], [-1.6801, 5.1467, -3.4863], [0.7090, 1.4404, -2.9806], [2.7940, 0.8485, -1.5498], [4.7948, 0.0262, -2.7732], [-1.5928, 2.0067, 0.0245], [0.4450, -5.0860, -0.1118], [3.5556, -3.9756, -1.8416], [-2.2201, -3.9243, 2.5700], [-2.2036, 3.5086, -3.9001], [-2.9516, -2.3693, 2.8091]]}

{"formula": "C20H59NO10", "method": "ωB97M-V with the def2-TZVPD basis set", "multiplicity": 1, "relative_energy_ev": 0.810, "homo_energy_ha": -0.324, "gap_ev": 9.35, "e_tot_ha": -1604.37240, "charge": 0, "elements": ["O", "O", "O", "O", "O", "O", "O", "O", "O", "O", "N", "C", "C", "C", "C", "C", "C", "C", "C", "C", "C", "C", "C", "C", "C", "C", "C", "C", "C", "C", "C", "H", "H", "H", "H", "H", "H", "H", "H", "H", "H", "H", "H", "H", "H", "H", "H", "H", "H", "H", "H", "H", "H", "H", "H", "H", "H", "H", "H", "H", "H", "H", "H", "H", "H", "H", "H", "H", "H", "H", "H", "H", "H", "H", "H", "H", "H", "H", "H", "H", "H", "H", "H", "H", "H", "H", "H", "H", "H", "H"], "positions_angstrom": [[-4.3035, 3.2978, -1.4007], [-0.9761, -4.0450, -0.7580], [2.1732, 0.8761, -2.1646], [2.8092, 0.3186, 2.3856], [-1.1388, 4.0104, 1.6095], [0.1158, -1.0003, 2.7029], [-3.0877, -0.8872, -4.7299], [-3.5457, -2.5698, -0.1674], [5.1971, 3.5932, 4.9900], [0.6769, -1.5834, -1.4604], [3.1862, 2.9846, 3.2011], [-3.7872, 1.0195, -0.8380], [1.8754, 2.5017, 2.6883], [-0.5064, -0.5945, 3.8828], [2.2116, 1.4354, 1.6923], [4.5534, 4.6675, 4.2499], [2.9527, 1.2527, -3.2926], [-4.6684, 1.8977, -1.6347], [-1.3431, 3.7318, 0.2232], [-1.1797, -6.3655, 0.0922], [3.2432, -0.7303, 1.4981], [-0.7281, -0.4664, -4.4814], [-0.6681, -5.4462, -1.0570], [3.1579, 4.2505, 3.9804], [-1.6192, -2.7116, -3.9617], [-1.9318, -1.2234, -3.9370], [-0.1663, -0.6899, -0.6700], [0.7977, -5.5285, -1.2046], [6.3925, 3.0964, 4.3956], [-3.7559, -2.2204, 1.2714], [-4.5374, 1.6020, -3.1092], [-4.7773, 0.5319, -3.2945], [-0.8047, 0.6367, -4.6417], [-0.4907, -0.8764, -5.4705], [2.5002, 1.2474, -1.3760], [-2.7450, 1.1762, -1.1346], [1.0587, -0.8478, 2.7085], [1.4286, -1.1204, -1.8816], [6.7978, 2.3664, 5.1277], [-1.1983, -5.6506, -2.0247], [6.2653, 2.7284, 3.3857], [1.3451, 1.1436, 1.1708], [2.6212, 4.1530, 4.9151], [-3.9566, 1.1223, 0.2382], [-0.8292, -7.4200, 0.0331], [4.5292, 5.6569, 4.8021], [3.7923, 0.6059, -3.3999], [-3.5102, 1.8022, -3.4253], [-2.3897, 3.5373, -0.0447], [2.2949, 1.1363, -4.1836], [-0.7925, -2.9395, -3.2291], [1.1908, -5.2824, -0.1995], [3.6316, -0.3650, 0.5443], [7.1391, 3.9283, 4.4065], [-5.1872, 2.2606, -3.6344], [-0.7351, 2.8844, -0.1580], [1.1927, -6.5512, -1.3946], [1.1393, -4.8079, -1.9068], [-0.5600, 0.4566, 4.0904], [-5.0265, 3.7616, -1.8684], [-3.2405, -1.3148, 1.4749], [3.2369, 2.3137, -3.2454], [1.2566, 2.0964, 3.4976], [2.6682, 4.9930, 3.3690], [-3.0225, -3.3122, -0.2358], [-2.9220, -1.2925, -5.6031], [-1.0239, 4.6539, -0.2788], [-0.4572, 0.2269, -1.1305], [-1.2580, -3.1448, -4.8826], [-4.8335, -2.0270, 1.4923], [-0.9069, -5.9450, 1.0634], [-0.0289, -1.1662, 4.7308], [3.9906, -1.2790, 2.0386], [-1.0585, -1.2899, -0.6108], [-2.5610, -3.1692, -3.6382], [-2.1794, -0.8738, -2.9398], [2.3933, -1.4555, 1.3101], [3.5908, 2.2744, 3.7465], [0.1102, -0.7490, -3.8059], [-1.5569, -0.9027, 3.8405], [-2.3249, -6.4582, 0.1120], [2.9514, 1.8094, 1.0028], [-4.0727, -0.0279, -0.9668], [0.3308, -0.5180, 0.2685], [-0.2810, -3.4093, -1.0792], [1.4046, 3.4016, 2.2172], [-1.5103, 3.3049, 2.1637], [-5.6875, 1.6945, -1.2978], [5.0906, 4.8421, 3.2934], [-3.4219, -3.0244, 1.9430]]}

{"formula": "C4H8ClN3", "method": "ωB97M-V with the def2-TZVPD basis set", "multiplicity": 1, "relative_energy_ev": 3.933, "homo_energy_ha": -0.312, "gap_ev": 9.48, "e_tot_ha": -781.53011, "charge": 0, "elements": ["Cl", "N", "N", "N", "C", "C", "C", "C", "H", "H", "H", "H", "H", "H", "H", "H"], "positions_angstrom": [[-2.7530, -0.3373, -0.2781], [2.5972, -0.5507, -0.5230], [0.9953, 0.8277, 0.4934], [1.8653, -1.6016, 0.1266], [-1.3202, -0.5300, 0.5649], [2.1916, 0.5767, -0.1528], [-0.2991, 0.4031, -0.1600], [0.0954, 1.9386, 0.1102], [2.4516, -2.5736, 0.0021], [0.4251, 2.5598, -0.6294], [-1.3340, -0.2453, 1.6257], [-0.3170, 2.5035, 0.9696], [-0.9995, -1.6783, 0.5752], [1.8567, -1.4739, 1.2898], [-0.2687, 0.1484, -1.2793], [2.7772, 1.4359, -0.6798]]}